No. 1
{"formula": "C18H48ClN6O12P2", "method": "the ωB97M-V functional and the def2-TZVPD basis", "energy_ev": -84047.897, "e_above_lowest_ev": 3.620, "spin_multiplicity": 1, "total_charge": -1, "mol_weight_g_mol": 638.013, "elements": ["Cl", "P", "P", "O", "O", "O", "O", "O", "O", "O", "O", "O", "O", "O", "O", "N", "N", "N", "N", "N", "N", "C", "C", "C", "C", "C", "C", "C", "C", "C", "C", "C", "C", "C", "C", "C", "C", "C", "C", "H", "H", "H", "H", "H", "H", "H", "H", "H", "H", "H", "H", "H", "H", "H", "H", "H", "H", "H", "H", "H", "H", "H", "H", "H", "H", "H", "H", "H", "H", "H", "H", "H", "H", "H", "H", "H", "H", "H", "H", "H", "H", "H", "H", "H", "H", "H", "H"], "coordinates": [[4.07, -0.36, -1.12], [-1.79, -1.14, 6.37], [-3.79, 2.66, -2.57], [9.62, 7.20, 1.73], [-1.15, -0.14, 5.47], [9.90, 5.80, -0.03], [3.00, -8.51, -8.05], [7.99, 5.72, 1.27], [2.98, 0.49, -1.31], [4.84, 0.31, -0.12], [3.58, -1.65, -0.53], [4.19, -7.65, -9.80], [4.69, -0.48, -2.37], [4.14, -6.86, -7.59], [-2.94, 3.07, -1.40], [-1.15, -1.14, 8.03], [-3.79, 0.94, -2.91], [-3.27, 3.45, -4.01], [-5.51, 3.08, -2.53], [-3.56, -0.99, 6.46], [-1.46, -2.73, 5.90], [-0.65, 0.04, 8.60], [-4.36, -1.72, 7.46], [-0.11, -3.02, 5.50], [-3.11, -0.04, -1.97], [-1.92, 3.01, -4.58], [10.77, 7.99, 1.44], [-2.48, -3.65, 5.39], [-6.25, 2.92, -1.29], [9.10, 6.13, 0.99], [2.21, -9.37, -8.88], [-4.26, 0.26, -4.17], [-4.39, -0.26, 5.43], [3.84, -7.65, -8.62], [-6.28, 3.05, -3.78], [-3.56, 4.78, -4.46], [4.87, -5.68, -7.79], [-0.86, -2.37, 8.78], [9.63, 4.77, -0.95], [-3.68, -0.04, 4.63], [-3.02, -3.27, 4.52], [-4.33, 5.20, -3.81], [-4.33, -1.23, 8.43], [10.75, 8.28, 0.39], [-5.32, -0.01, -4.14], [2.43, -10.36, -8.46], [-0.14, -3.25, 4.43], [-4.93, 0.65, 5.68], [-5.02, -1.03, 4.98], [-1.88, -4.45, 4.97], [-3.67, -0.60, -4.47], [8.91, 4.00, -0.68], [9.26, 5.21, -1.87], [-5.65, 2.69, -0.41], [-1.36, -2.32, 9.75], [2.41, -9.39, -9.95], [-4.11, -2.76, 7.71], [5.32, -5.49, -6.82], [-2.85, 0.48, -1.04], [10.71, 8.92, 2.01], [-5.37, -1.74, 7.08], [1.18, -9.15, -8.64], [-3.10, -4.07, 6.19], [-4.36, 1.01, -4.95], [-5.99, 2.23, -4.44], [-7.34, 2.94, -3.53], [0.68, -2.29, 5.68], [0.37, 0.30, 8.30], [-1.18, 3.30, -3.83], [-2.68, 5.41, -4.43], [11.69, 7.42, 1.53], [4.10, -4.97, -8.06], [-6.92, 2.08, -1.41], [0.19, -2.57, 8.97], [0.30, -3.91, 5.97], [-4.11, 4.86, -5.40], [-2.15, -0.21, -2.47], [-6.99, 3.70, -1.11], [-1.76, 3.30, -5.62], [-1.46, 0.74, 8.39], [-1.81, 1.93, -4.56], [5.67, -5.71, -8.54], [-0.55, -0.01, 9.69], [-1.25, -3.33, 8.44], [10.49, 4.11, -1.04], [-3.79, -0.82, -1.65], [-6.20, 3.94, -4.39]], "lowdin_charge": [0.576, 0.649, 0.654, -0.043, -0.298, -0.013, -0.009, 0.134, -0.392, -0.389, -0.429, 0.102, -0.366, -0.003, -0.306, -0.308, -0.294, -0.306, -0.306, -0.292, -0.334, -0.158, -0.133, -0.132, -0.091, -0.084, -0.070, -0.104, -0.139, -0.522, -0.038, -0.124, -0.101, -0.586, -0.118, -0.157, -0.042, -0.138, -0.045, 0.068, 0.084, 0.068, 0.068, 0.083, 0.061, 0.090, 0.088, 0.077, 0.069, 0.075, 0.079, 0.101, 0.100, 0.081, 0.069, 0.093, 0.057, 0.101, 0.063, 0.092, 0.071, 0.092, 0.066, 0.051, 0.051, 0.079, 0.090, 0.086, 0.085, 0.084, 0.089, 0.104, 0.065, 0.077, 0.076, 0.071, 0.085, 0.073, 0.081, 0.085, 0.060, 0.096, 0.075, 0.067, 0.093, 0.076, 0.060]}

No. 2
{"formula": "C18H48F12N6O6P2", "method": "the ωB97M-V functional and the def2-TZVPD basis", "energy_ev": -91831.532, "spin_multiplicity": 1, "total_charge": 4, "mol_weight_g_mol": 734.542, "elements": ["P", "P", "F", "F", "F", "F", "F", "F", "F", "F", "F", "F", "F", "F", "O", "O", "O", "O", "O", "O", "N", "N", "N", "N", "N", "N", "C", "C", "C", "C", "C", "C", "C", "C", "C", "C", "C", "C", "C", "C", "C", "C", "C", "C", "H", "H", "H", "H", "H", "H", "H", "H", "H", "H", "H", "H", "H", "H", "H", "H", "H", "H", "H", "H", "H", "H", "H", "H", "H", "H", "H", "H", "H", "H", "H", "H", "H", "H", "H", "H", "H", "H", "H", "H", "H", "H", "H", "H", "H", "H", "H", "H"], "coordinates": [[4.50, -1.64, -1.21], [-0.24, -0.12, 0.41], [6.01, -2.12, -1.57], [4.49, -2.56, 0.11], [2.99, -1.15, -0.85], [-0.45, -1.69, 0.08], [4.51, -0.78, -2.58], [1.11, -0.54, 1.16], [-1.15, -0.12, 1.77], [3.80, -2.88, -2.05], [5.06, -0.45, -0.30], [-1.60, 0.39, -0.32], [0.27, 1.43, 0.60], [0.61, -0.06, -0.96], [5.53, 2.90, -1.33], [-5.12, -0.63, 2.73], [0.47, -3.73, -2.78], [-5.45, 4.26, -0.26], [1.84, -4.48, -0.08], [0.38, 1.93, 5.39], [-5.52, 3.48, -2.45], [2.52, 2.53, 6.05], [0.67, -1.47, -3.42], [0.95, -3.42, 1.85], [-7.05, -1.01, 1.44], [4.49, 2.60, -3.40], [1.57, -4.62, 1.05], [1.43, 2.29, 5.00], [-3.65, 2.79, -0.78], [-7.83, -0.66, 2.70], [-5.92, 4.76, -3.10], [3.41, 1.74, -1.29], [1.69, -5.85, 1.89], [1.83, 2.39, 3.56], [4.59, 2.47, -1.89], [2.56, 1.34, 7.01], [-5.50, -0.98, 1.69], [2.00, -2.80, 2.71], [0.95, -3.00, -3.56], [1.88, -3.34, -4.70], [-0.77, -1.13, -3.61], [5.78, 3.08, -4.04], [-4.72, -1.22, 0.43], [-4.88, 3.61, -1.07], [1.73, 1.44, 7.70], [1.86, 3.43, 3.24], [0.18, -3.79, 2.41], [-0.84, -0.10, -3.25], [2.62, 0.42, 6.43], [-1.42, -1.89, -3.20], [-7.20, -0.33, 0.70], [-7.59, -1.32, 3.52], [1.72, -5.73, 2.97], [3.32, 0.81, -1.84], [0.47, -2.83, 1.16], [2.88, 2.10, 3.38], [-3.43, 2.79, 0.28], [-5.15, 5.51, -2.92], [1.39, -3.05, -5.63], [2.59, -6.32, 1.50], [-0.90, -1.13, -4.69], [2.83, -2.82, -4.54], [0.89, -6.56, 1.68], [1.27, 1.71, 2.92], [1.57, -1.90, 3.15], [2.49, 2.32, -1.17], [-3.79, 1.73, -1.02], [-7.58, 0.37, 2.94], [2.90, -2.58, 2.15], [-6.30, 2.83, -2.27], [4.21, 1.71, -3.82], [-6.23, 4.68, -4.14], [-7.29, -1.95, 1.10], [-6.75, 5.30, -2.64], [-4.95, -2.25, 0.16], [3.43, 2.72, 5.62], [6.20, 3.94, -3.54], [3.69, 3.22, -3.52], [-4.90, 2.94, -3.05], [-3.70, -1.04, 0.78], [3.53, 1.43, 7.50], [6.46, 2.23, -3.99], [1.09, -1.16, -2.53], [1.31, -0.93, -4.01], [-8.88, -0.70, 2.44], [2.18, -4.39, -4.74], [3.62, 1.55, -0.24], [-2.80, 3.11, -1.39], [2.27, -3.48, 3.52], [-4.93, -0.56, -0.41], [2.28, 3.50, 6.30], [5.59, 3.46, -5.04]], "lowdin_charge": [0.176, 0.199, -0.130, -0.157, -0.198, -0.157, -0.175, -0.144, -0.153, -0.182, -0.132, -0.173, -0.175, -0.180, 0.218, 0.222, 0.196, 0.217, 0.214, 0.199, 0.088, 0.089, 0.078, 0.089, 0.090, 0.090, -0.377, -0.403, 0.027, 0.036, 0.019, 0.002, 0.039, 0.037, -0.390, 0.060, -0.379, 0.005, -0.384, 0.040, 0.015, 0.038, 0.039, -0.389, 0.113, 0.113, 0.176, 0.092, 0.110, 0.105, 0.171, 0.116, 0.090, 0.042, 0.115, 0.099, 0.110, 0.119, 0.104, 0.117, 0.107, 0.096, 0.113, 0.077, 0.088, 0.099, 0.072, 0.109, 0.104, 0.192, 0.169, 0.118, 0.184, 0.120, 0.112, 0.176, 0.109, 0.185, 0.179, 0.088, 0.112, 0.120, 0.134, 0.172, 0.113, 0.114, 0.099, 0.110, 0.103, 0.087, 0.200, 0.109]}

No. 3
{"formula": "C18H48Mn2N3O19S4", "method": "the ωB97M-V functional and the def2-TZVPD basis", "energy_ev": -168785.400, "e_above_lowest_ev": 2.409, "spin_multiplicity": 11, "total_charge": 1, "mol_weight_g_mol": 848.728, "elements": ["Mn", "Mn", "S", "S", "S", "S", "O", "O", "O", "O", "O", "O", "O", "O", "O", "O", "O", "O", "O", "O", "O", "O", "O", "O", "O", "N", "N", "N", "C", "C", "C", "C", "C", "C", "C", "C", "C", "C", "C", "C", "C", "C", "C", "C", "C", "C", "H", "H", "H", "H", "H", "H", "H", "H", "H", "H", "H", "H", "H", "H", "H", "H", "H", "H", "H", "H", "H", "H", "H", "H", "H", "H", "H", "H", "H", "H", "H", "H", "H", "H", "H", "H", "H", "H", "H", "H", "H", "H", "H", "H", "H", "H", "H", "H"], "coordinates": [[-23.71, 7.93, 1.39], [-22.38, 6.77, 4.51], [-24.38, 11.47, 1.22], [-25.20, 5.73, 6.31], [-27.19, 7.72, 0.91], [-21.31, 9.74, 6.19], [-23.74, 7.90, 3.42], [-23.92, 6.10, 5.73], [-20.68, 10.72, 4.93], [-22.51, 5.04, 3.25], [-25.94, 7.66, 1.66], [-24.80, 12.56, 2.13], [-22.86, 3.71, 1.62], [-23.08, 11.98, 0.39], [-21.57, 8.17, 1.46], [-20.64, 7.38, 3.25], [-22.00, 8.56, 5.60], [-26.13, 4.96, 5.22], [-19.49, 8.33, 1.75], [-26.05, 6.68, 7.04], [-27.95, 8.97, 0.81], [-28.11, 6.65, 1.73], [-20.26, 9.61, 7.12], [-23.35, 5.79, 1.50], [-23.99, 10.14, 1.70], [-28.36, 10.45, 5.11], [-20.56, 7.96, 2.17], [-22.84, 4.87, 2.12], [-29.48, 6.40, 1.38], [-22.58, 10.84, 7.00], [-26.10, 5.48, 3.90], [-22.55, 11.22, -0.66], [-27.00, 6.85, -0.68], [-27.43, 10.61, 3.99], [-29.81, 4.97, 1.20], [-21.51, 11.25, 3.91], [-29.09, 8.02, 4.62], [-26.01, 10.18, 4.43], [-24.95, 4.24, 7.37], [-25.57, 11.46, -0.21], [-21.33, 11.88, -1.09], [-20.61, 12.29, 3.11], [-26.53, 4.43, 2.81], [-28.53, 9.05, 5.67], [-28.17, 12.86, 5.91], [-28.23, 11.39, 6.23], [-25.29, 10.27, 3.61], [-27.50, 3.97, 2.96], [-20.55, 11.64, -0.36], [-29.79, 6.91, 0.46], [-28.02, 13.45, 6.82], [-26.03, 9.15, 4.79], [-25.30, 10.59, -0.80], [-23.19, 10.25, 7.68], [-29.09, 11.25, 6.88], [-22.45, 11.70, 4.25], [-27.28, 13.05, 5.32], [-25.12, 5.83, 3.59], [-20.45, 13.11, 3.81], [-21.43, 12.96, -1.00], [-24.49, 8.43, 3.74], [-21.11, 12.80, 2.28], [-21.71, 10.41, 3.25], [-24.55, 4.53, 8.34], [-28.41, 7.94, 3.76], [-26.36, 5.99, -0.54], [-29.42, 4.39, 2.03], [-27.49, 11.63, 3.61], [-20.98, 11.63, -2.09], [-28.96, 13.28, 5.29], [-29.31, 9.02, 6.43], [-29.33, 7.07, 5.11], [-27.97, 6.69, -1.15], [-29.39, 4.47, 0.33], [-25.69, 10.71, 5.32], [-25.84, 3.58, 2.75], [-26.55, 7.49, -1.44], [-25.94, 3.84, 7.59], [-23.14, 11.12, -1.57], [-22.29, 10.20, -0.38], [-27.78, 10.04, 3.13], [-27.33, 11.19, 6.81], [-26.50, 4.81, 1.78], [-30.00, 8.45, 4.20], [-26.60, 11.40, 0.14], [-27.59, 8.72, 6.13], [-25.44, 12.35, -0.83], [-24.35, 3.56, 6.75], [-23.26, 11.27, 6.26], [-19.64, 11.88, 2.83], [-26.80, 6.32, 3.88], [-22.07, 11.63, 7.54], [-30.87, 4.86, 0.99], [-30.08, 6.76, 2.21]], "lowdin_charge": [0.980, 0.976, 0.726, 0.719, 0.696, 0.751, -0.406, -0.349, -0.242, -0.035, -0.337, -0.258, 0.054, -0.244, -0.103, -0.044, -0.370, -0.227, 0.099, -0.265, -0.263, -0.291, -0.234, -0.086, -0.362, -0.173, -0.552, -0.551, -0.267, -0.068, -0.240, -0.332, -0.073, -0.211, -0.067, -0.251, -0.070, -0.057, -0.068, -0.069, -0.063, -0.024, -0.024, -0.200, -0.095, -0.275, 0.031, 0.066, 0.091, 0.124, 0.079, 0.059, 0.055, 0.076, 0.114, 0.108, 0.058, 0.074, 0.074, 0.099, -0.022, 0.065, 0.091, 0.078, 0.026, 0.083, 0.074, 0.107, 0.101, 0.081, 0.109, 0.081, 0.081, 0.085, 0.073, 0.082, 0.073, 0.076, 0.122, 0.112, 0.084, 0.102, 0.059, 0.078, 0.069, 0.082, 0.087, 0.078, 0.046, 0.085, 0.093, 0.080, 0.100, 0.123]}